{"formula": "C2H2O2S2", "method": "wB97M-V/def2-TZVPD", "max_force_ha_per_bohr": 0.0319, "total_energy_ev": -27868.4358, "relative_energy_ev": 3.1702, "smiles": "C#CS[SH](=O)=O", "symbols": ["C", "C", "S", "S", "O", "O", "H", "H"], "positions_angstrom": [[2.07, 0.76, -0.23], [0.92, 1.09, -0.11], [-0.69, 1.41, 0.25], [-1.32, -0.61, 0.10], [-2.44, -0.77, 0.97], [-1.39, -1.11, -1.24], [3.08, 0.51, -0.41], [-0.22, -1.28, 0.67]]}


{"formula": "C2H2O3", "method": "wB97M-V/def2-TZVPD", "max_force_ha_per_bohr": 0.0564, "total_energy_ev": -8245.7141, "relative_energy_ev": 2.8829, "symbols": ["C", "C", "O", "O", "O", "H", "H"], "positions_angstrom": [[1.49, 0.19, -0.04], [-0.49, -0.36, 0.42], [2.31, -0.52, 0.32], [0.76, 1.03, -0.39], [-1.26, -0.65, -0.61], [-0.93, 0.27, 1.14], [-1.88, 0.04, -0.83]]}


Number 1: E_HOMO -9.995 eV, gap between HOMO and LUMO 9.67 eV. Number 2: E_HOMO -8.802 eV, gap between HOMO and LUMO 9.40 eV.